A molecular structure, C5H15N3NaO6S at a distorted geometry, computed with wB97M-V/def2-TZVPD.

The calculation puts the energy above the lowest of the compared OMol25 structures with the same formula, charge and spin at 185.5 kcal per mole. Its total energy is -37430.869 eV. The lowest unoccupied orbital energy is 0.06660 Ha. The net charge is -1. The HOMO energy is -3.663 eV.

Each line ends with the Mulliken charge.
Geometry (Å):
S -1.12438 -1.84907 -1.56321  1.215
Na 0.32154 -1.21054 -0.12023  0.933
O -2.10394 -2.39607 -2.46606  -0.844
O -3.63976 1.57638 0.35687  -0.764
O -1.37158 -2.25964 -0.17432  -0.820
O 1.31402 -0.28050 1.19444  -0.334
O 0.22324 -2.31614 -1.94543  -0.745
O -1.10614 -0.39811 -1.66706  -0.506
N -2.71479 0.21929 1.76812  -0.440
N 1.34574 -0.08944 -1.81726  -0.419
N -2.18569 0.01276 -0.33450  -0.002
C 1.55033 0.96391 -0.85956  -0.120
C -2.92815 0.65554 0.56769  0.569
C 1.82353 -0.80749 2.41513  -0.979
C 0.29466 1.80577 -0.80277  -0.816
C 2.22161 0.50645 0.52294  -0.839
H -0.13263 2.33796 -1.65266  0.390
H -1.64519 -0.79982 -0.07438  -0.164
H 0.43698 2.57002 -0.03872  0.381
H 0.96959 -1.26079 2.91853  0.294
H -2.24498 0.33882 -1.28858  0.139
H 2.38709 1.48907 -1.32015  0.397
H 2.59585 1.38108 1.05497  0.468
H -0.44070 1.10941 -0.39974  0.031
H 2.54498 -1.62455 2.41840  0.347
H 1.17009 0.51939 -2.60375  0.263
H -3.03998 0.81409 2.51684  0.227
H -1.90367 -0.34627 1.97384  0.203
H 2.09161 -0.00057 3.09712  0.349
H 2.24637 -0.46227 -2.08176  0.174
H 3.04433 -0.19881 0.40530  0.411

=====

C7H13N3O5 in the gas phase at a distorted geometry, computed with wB97M-V/def2-TZVPD.

The calculation puts the energy above the lowest of the compared OMol25 structures with the same formula, charge and spin at 50.8 kcal per mole. Its total energy is -22177.204 eV. The lowest unoccupied orbital energy is 0.00752 Ha. The HOMO energy is -9.849 eV.

Each line ends with the Mulliken charge.
Geometry (Å):
O 2.94329 -1.56819 -0.33496  -0.532
O 3.94509 0.10022 0.80605  -0.582
O 0.27189 -1.52585 -1.68474  -0.621
O 0.78117 2.60231 -0.26430  -0.517
O -1.78028 1.81690 -1.07990  -0.605
N -1.55101 -1.59394 1.37406  -0.608
N 0.75451 -0.30296 0.10817  -0.157
N -1.55891 1.15961 1.13568  -0.205
C -2.32742 -0.38495 -0.57475  -0.933
C 1.97201 1.92784 -0.09942  -0.592
C -1.92622 1.03934 -0.16234  0.236
C 3.10592 -0.33308 0.04131  0.735
C 1.86259 0.42364 -0.50840  -0.315
C -1.42929 -1.50124 -0.05493  0.375
C -0.03786 -1.15421 -0.60483  0.076
H -0.92459 -2.33515 1.64031  0.258
H 2.65883 2.33904 -0.86426  0.292
H -2.02099 0.42763 1.72325  0.310
H 1.77522 0.26953 -1.57522  0.329
H -3.43465 -0.67964 -0.37103  0.302
H -1.73816 2.09045 1.58245  0.303
H -2.32654 -0.33684 -1.65618  0.402
H 0.12850 1.93185 -0.51745  0.317
H 2.00105 -1.69762 -0.71607  0.351
H 2.40031 1.90099 0.84040  0.478
H -1.63843 -2.43944 -0.70104  0.422
H -2.40410 -1.96692 1.42580  0.215
H 0.49805 -0.20933 1.09234  0.267

=====

2 unconnected molecules or ions with the total composition C2H8N4O at a distorted geometry, computed with wB97M-V/def2-TZVPD.

The calculation puts the energy above the lowest of the compared OMol25 structures with the same formula, charge and spin at 54.4 kcal per mole. Its total energy is -10186.147 eV. The lowest unoccupied orbital energy (alpha / beta) is -0.26438 / -0.40042 Ha. The net charge is +2. The HOMO energy (alpha / beta) is -14.243 / -18.482 eV. The spin multiplicity is 3.

Each line ends with the Mulliken charge.
Geometry (Å):
O -2.13517 -0.86086 0.45619  -0.484
N -0.69993 -0.19005 0.52171  -0.328
N -0.15445 -0.41846 2.81721  -0.173
N 1.67674 -0.78760 -2.31266  -0.030
N 0.99027 1.51820 -2.66879  -0.299
C 0.02448 -0.11723 1.58447  0.228
C 1.41307 0.33472 -2.50560  0.412
H 0.44380 1.61193 -3.54833  0.330
H -2.31120 -1.42442 -0.35737  0.427
H -2.59680 0.04388 0.38786  0.456
H 0.85754 0.38836 1.14262  0.251
H 2.24622 -1.50964 -2.44326  0.291
H 0.70213 -0.41927 3.46066  0.329
H 1.59267 2.15669 -2.21864  0.294
H -0.99044 -0.75157 3.23233  0.297

=====

2 unconnected molecules or ions with the total composition CH2Cl4P2 at a distorted geometry, computed with wB97M-V/def2-TZVPD.

The calculation puts the energy above the lowest of the compared OMol25 structures with the same formula, charge and spin at 73.1 kcal per mole. Its total energy is -69735.076 eV. The lowest unoccupied orbital energy (alpha / beta) is -0.05526 / -0.12988 Ha. The HOMO energy (alpha / beta) is -9.373 / -8.190 eV.

Each line ends with the Mulliken charge.
Geometry (Å):
Cl -0.93434 1.93421 -0.87745  -0.118
Cl -2.60633 0.22266 1.18825  -0.105
Cl 0.01743 -2.10151 1.37231  -0.199
Cl -0.76098 2.62972 2.12848  -0.220
P -1.51066 0.11544 -0.44620  0.323
P 0.50238 -0.41009 0.45003  0.339
C 1.48959 -0.82446 -1.00200  -0.587
H 2.15452 -1.66654 -1.19052  0.321
H 1.64840 0.10057 -1.62291  0.245

=====

C3H4O3S in the gas phase at a distorted geometry, computed with wB97M-V/def2-TZVPD.

The calculation puts the energy above the lowest of the compared OMol25 structures with the same formula, charge and spin at 50.0 kcal per mole. Its total energy is -20152.206 eV. The lowest unoccupied orbital energy is -0.01444 Ha. The HOMO energy is -9.832 eV.

Each line ends with the Mulliken charge.
Geometry (Å):
S 0.87811 -0.98724 -0.21056  0.018
O -0.21695 1.40205 0.04953  -0.522
O -1.83264 -1.66279 0.17415  -0.543
O -2.90017 0.43872 -0.11764  -0.392
C -1.84885 -0.40849 -0.04645  0.442
C 2.22497 0.07254 0.07071  -0.927
C -0.38429 0.15981 -0.23656  0.558
H 2.27388 0.39822 1.09407  0.322
H 2.34462 0.91975 -0.70405  0.267
H -3.70435 0.00337 -0.21326  0.361
H 3.16567 -0.33593 0.14006  0.417

=====

C5H6N2 in the gas phase at a distorted geometry, computed with wB97M-V/def2-TZVPD.

The calculation puts the energy above the lowest of the compared OMol25 structures with the same formula, charge and spin at 124.3 kcal per mole. Its total energy is -8256.970 eV. The lowest unoccupied orbital energy is 0.02994 Ha. The HOMO energy is -9.253 eV.

Each line ends with the Mulliken charge.
Geometry (Å):
N 1.13154 -0.88750 -0.77467  -0.437
N -1.38526 -0.56947 2.07327  -0.516
C -0.25251 -0.53489 1.56932  0.233
C 0.55237 0.49889 -1.03676  0.134
C -0.98004 -0.68592 0.35763  -0.355
C 1.65641 0.09416 -0.19475  -0.394
C -0.89952 0.54203 -0.54117  -0.576
H -1.16179 1.43084 0.04153  0.267
H 0.80424 0.91157 -2.01706  0.401
H -1.31847 -1.63237 -0.04528  0.351
H 0.74107 -0.11234 1.73982  0.228
H -1.56152 0.49769 -1.41388  0.288
H 2.55497 0.29115 0.37252  0.375

=====

C4H6O2 in the gas phase at a distorted geometry, computed with wB97M-V/def2-TZVPD.

The calculation puts the energy above the lowest of the compared OMol25 structures with the same formula, charge and spin at 54.9 kcal per mole. Its total energy is -8338.080 eV. The lowest unoccupied orbital energy is 0.02313 Ha. The HOMO energy is -9.763 eV.

Each line ends with the Mulliken charge.
Geometry (Å):
O -1.42826 0.84906 1.10181  -0.524
O 2.15279 0.08837 -1.45901  -0.549
C -0.34015 0.23409 -1.11196  -0.455
C 1.15066 0.03187 -0.79573  0.345
C -0.68998 -0.06607 0.36801  -0.055
C 0.81611 -0.33871 0.63563  -0.490
H -1.20604 -1.06107 0.42267  0.223
H -0.61128 1.24974 -1.40253  0.275
H 1.44534 -0.15570 1.51277  0.460
H 0.40928 -1.37001 0.63528  0.179
H -0.95671 1.02715 1.92141  0.347
H -0.74176 -0.48871 -1.82835  0.245